Record 1
DFT (ωB97M-V/def2-TZVPD) results for C32H44CsNO4PSbSe4Te as an isolated structure in a non-equilibrium geometry.

Output
Electronic energy ... -328628.7163 eV
LUMO level ... 2.394 eV
E_HOMO ... -0.06 eV
Net charge ... -2
Orbital gap ... 2.450 eV

Geometry (Å):
1 H 6.157 -1.272 -0.118
2 C 5.557 -0.478 -0.642
3 C -1.193 -6.076 -3.158
4 H -2.733 -2.809 1.746
5 Sb 3.083 4.609 -2.463
6 H 3.277 -3.177 -3.672
7 H -0.663 -6.929 -2.738
8 H -0.601 -2.306 2.874
9 H -2.398 3.107 0.997
10 H 6.776 -0.698 -3.277
11 C -6.616 -0.449 4.431
12 C -3.318 1.292 -2.940
13 H 0.117 4.205 5.459
14 C 3.811 -1.818 -1.928
15 C -0.627 4.481 3.508
16 C 2.929 -2.260 -3.079
17 C -0.827 -2.186 -1.044
18 C -1.961 -2.393 -0.238
19 H 4.557 0.112 -2.554
20 H 4.634 3.791 5.582
21 C 4.003 3.769 4.701
22 O 1.637 -2.573 -2.460
23 H -6.081 1.349 0.727
24 H -2.408 -7.382 -4.332
25 H -5.840 -0.975 -2.583
26 H -2.864 4.284 2.221
27 C -0.843 -4.767 -2.813
28 C 0.220 3.730 4.487
29 C -2.409 -3.907 -4.400
30 C 4.956 -0.816 -2.048
31 H -7.497 1.089 1.929
32 H 1.526 -1.678 1.350
33 H -6.203 -0.125 5.406
34 P -1.006 -1.976 -2.853
35 O 1.601 3.907 4.138
36 C 0.516 -1.834 1.006
37 C -2.466 -0.959 -3.011
38 O -0.836 3.645 2.340
39 H -1.605 4.695 4.055
40 H -3.170 2.373 -3.071
41 H -6.875 -0.160 0.745
42 C -4.830 -0.578 -2.745
43 H -5.389 1.546 -2.627
44 C 0.430 -1.936 -0.424
45 Se 5.391 4.040 -2.740
46 C -0.609 -2.175 1.746
47 H 4.213 -2.748 -1.417
48 Se 1.755 2.505 -2.200
49 C -1.851 -2.493 1.157
50 H -1.301 0.838 -3.168
51 H 2.784 -1.465 -3.849
52 H 2.338 2.852 5.820
53 H -0.072 2.644 4.576
54 C -2.278 0.387 -3.054
55 H 4.284 4.578 3.968
56 C 4.882 1.451 4.705
57 Se 2.280 6.037 -4.324
58 H 4.333 1.138 5.646
59 C -2.783 -5.233 -4.698
60 H 2.428 4.692 5.839
61 H -0.002 -4.721 -2.097
62 H -1.746 4.827 0.930
63 H -4.076 -2.523 -2.773
64 H 4.895 0.631 3.929
65 C 1.665 -1.923 -1.247
66 H 5.482 -1.391 -4.117
67 C -2.156 -6.359 -4.091
68 H 4.788 -0.174 0.037
69 H -2.867 -2.619 -0.871
70 N 2.818 -1.350 -1.016
71 Cs 1.869 2.896 1.205
72 O 4.269 2.556 4.001
73 Se 2.681 5.622 -0.249
74 C 2.531 3.791 5.197
75 H -2.985 -3.103 -4.840
76 H 5.944 1.563 5.055
77 H 6.289 0.378 -0.824
78 H -3.632 -5.344 -5.350
79 H -7.033 -1.469 4.481
80 H -7.447 0.193 4.122
81 Te -5.251 -0.205 2.827
82 C -2.001 3.985 1.575
83 C -1.482 -3.631 -3.357
84 C 5.893 -1.316 -3.151
85 H 6.361 -2.315 -2.923
86 C -6.606 0.677 1.401
87 H -0.137 5.429 3.228
88 C -3.780 -1.444 -2.835
89 C -4.603 0.817 -2.744

Record 2
DFT (ωB97M-V/def2-TZVPD) results for a 2-piece molecular cluster, C13H26N2O5P overall in a non-equilibrium geometry.

Output
Electronic energy ... -36400.1780 eV
LUMO level ... -5.017 eV
E_HOMO ... -11.53 eV
Net charge ... +1
Orbital gap ... 6.517 eV

Geometry (Å):
1 C -0.075 3.314 2.810
2 C -0.926 3.970 3.927
3 H 5.365 1.142 1.352
4 H -2.108 -0.265 -2.225
5 H -1.537 3.238 4.454
6 C -0.813 -3.671 -4.634
7 C 3.539 2.251 0.811
8 C 3.408 0.324 2.194
9 H 1.659 2.434 0.296
10 H 0.892 -0.215 4.792
11 C -4.410 -4.066 -5.383
12 O -2.124 -3.463 -4.099
13 C 4.376 1.418 1.708
14 H -5.186 -4.223 -6.129
15 P -2.940 -2.093 -4.490
16 H -0.418 -0.685 -2.533
17 O 1.472 -0.357 1.005
18 O -3.993 -1.722 -3.512
19 H -0.321 4.520 4.648
20 C 1.991 0.773 1.744
21 C 1.181 1.037 3.016
22 H -0.151 -0.585 3.447
23 N 2.308 1.904 0.878
24 H 1.523 -1.139 3.387
25 N -0.195 0.571 -0.521
26 H -0.521 3.665 1.875
27 H -1.584 -1.969 -2.157
28 H -0.074 -3.521 -3.845
29 H 3.923 3.050 0.187
30 H -0.682 1.444 1.881
31 H 3.528 0.077 3.245
32 H -4.855 -4.061 -4.390
33 O -3.810 -2.803 -5.683
34 H -0.745 -4.697 -4.991
35 H 4.546 2.075 2.579
36 H -0.815 1.469 3.609
37 H 0.955 3.684 2.822
38 C 0.583 0.014 0.123
39 C -0.163 1.764 2.785
40 C -1.446 -1.010 -2.658
41 H -0.589 -2.993 -5.457
42 O -1.681 -1.114 -4.062
43 H 3.626 -0.639 1.723
44 H -1.622 4.680 3.481
45 H 1.742 1.632 3.741
46 C 0.875 -0.327 3.710
47 H -3.680 -4.870 -5.464

Record 3
DFT (ωB97M-V/def2-TZVPD) results for C3H7NO2 as an isolated structure in a non-equilibrium geometry.

Output
Electronic energy ... -8802.8992 eV
LUMO level ... 0.462 eV
E_HOMO ... -9.71 eV
Net charge ... 0
Orbital gap ... 10.167 eV

Geometry (Å):
1 H -1.083 -1.022 2.267
2 H 1.597 -0.147 1.514
3 O 0.621 -0.599 -2.728
4 H 2.094 -2.100 -3.716
5 O 1.806 -1.246 -3.458
6 C -0.795 0.647 0.834
7 H -0.190 -0.358 -3.330
8 C -0.425 -0.208 1.992
9 H 0.881 -1.670 0.851
10 H -0.087 0.225 2.995
11 N 0.047 0.166 -0.004
12 C 0.655 -0.618 1.066
13 H -1.548 1.407 0.707

Record 4
DFT (ωB97M-V/def2-TZVPD) results for C10H19N3OS as an isolated structure in a non-equilibrium geometry.

Output
Electronic energy ... -28013.6480 eV
LUMO level ... -5.610 eV
E_HOMO ... -15.66 eV
Net charge ... +2
Orbital gap ... 10.047 eV

Geometry (Å):
1 C -2.319 -0.756 0.127
2 C 4.428 1.317 0.147
3 H 2.888 -0.245 -2.185
4 C 1.869 -2.519 0.483
5 C 1.016 -1.495 -0.199
6 C -1.190 1.299 0.919
7 H -2.527 2.980 0.846
8 H -0.275 1.930 0.742
9 H -2.255 2.159 -0.744
10 C -2.405 2.016 0.318
11 H -3.679 1.092 1.581
12 H 1.258 -3.220 0.862
13 S 3.106 0.903 1.078
14 H 0.033 -1.036 1.464
15 H -4.366 -0.695 -0.132
16 C 2.448 -0.051 -0.198
17 O 0.694 -1.548 -1.475
18 H -1.287 0.903 1.932
19 H -0.754 0.215 -0.958
20 H -4.500 1.712 0.083
21 C -3.543 -0.031 -0.341
22 H 1.339 -1.975 -2.087
23 H -2.099 -1.642 -0.384
24 N -3.658 1.268 0.496
25 H 5.263 1.772 0.568
26 N 3.184 0.177 -1.293
27 N -0.045 -0.962 0.502
28 H -2.371 -1.062 1.181
29 C 4.298 1.000 -1.178
30 H 2.544 -3.158 -0.150
31 H 4.948 1.118 -1.921
32 H -3.495 0.383 -1.332
33 C -0.966 0.011 0.032
34 H 2.417 -1.860 1.217

Record 5
DFT (ωB97M-V/def2-TZVPD) results for a 2-piece molecular cluster, C3H9N overall in a non-equilibrium geometry.

Output
Electronic energy ... -4745.8600 eV
LUMO level ... 1.216 eV
E_HOMO ... -8.61 eV
Net charge ... 0
Orbital gap ... 9.825 eV

Geometry (Å):
1 H -2.701 -3.438 -0.826
2 H 2.598 4.969 0.238
3 C -1.754 -3.632 -0.354
4 C -1.531 -3.075 0.825
5 H -2.181 -2.584 1.519
6 H -0.675 -3.229 1.490
7 H -1.078 -5.042 -1.702
8 C 2.114 5.973 0.155
9 H 2.623 6.613 -0.581
10 H 2.283 6.480 1.100
11 N -0.788 -4.215 -1.188
12 H 1.089 5.712 -0.062
13 H 0.002 -4.532 -0.614

Record 6
DFT (ωB97M-V/def2-TZVPD) results for C5H8I2LaNO2 as an isolated structure in a non-equilibrium geometry.

Output
Electronic energy ... -27938.4404 eV
LUMO level ... -10.516 eV
E_HOMO ... -14.40 eV
Net charge ... +2
Orbital gap ... 3.884 eV

Geometry (Å):
1 H -1.217 1.472 -1.248
2 I 1.671 2.213 -2.039
3 H 0.291 -1.559 0.399
4 H -1.876 1.327 0.839
5 C 0.617 1.424 -0.387
6 H -0.549 0.345 1.223
7 C 0.961 -1.049 -0.322
8 C -2.024 -0.681 0.420
9 H 0.523 2.243 0.248
10 H 0.457 -0.907 -1.246
11 I 3.507 0.401 -0.066
12 H 1.283 0.313 1.314
13 O -1.828 -1.408 -0.539
14 C -1.271 0.555 0.499
15 La -0.537 -3.019 0.499
16 O -2.610 -1.032 1.387
17 N -0.623 0.840 -0.769
18 C 1.431 0.247 0.288
19 H 1.793 -1.723 -0.499

Record 7
DFT (ωB97M-V/def2-TZVPD) results for a 4-piece molecular cluster, C4H14NO3 overall in a non-equilibrium geometry.

Output
Electronic energy ... -11981.8373 eV
LUMO level (spin up / spin down) ... -11.802 / -15.190 eV
E_HOMO (spin up / spin down) ... -18.63 / -18.62 eV
Spin multiplicity ... 2
Net charge ... +2
Orbital gap (spin up / spin down) ... 6.827 / 3.434 eV

Geometry (Å):
1 H 2.464 1.365 -2.566
2 O -1.467 0.236 -2.679
3 H 0.381 -3.593 1.212
4 H -0.853 -2.993 0.239
5 O -0.803 0.127 2.998
6 O 1.550 0.981 -2.472
7 C -0.153 1.990 0.246
8 H -1.074 1.868 -0.375
9 H 1.487 0.850 -1.503
10 H -0.020 -0.209 2.578
11 H -0.624 2.157 1.231
12 C 0.132 -0.262 0.232
13 H -0.838 -0.252 3.882
14 C -0.258 -2.689 1.052
15 H -1.845 -0.516 -3.215
16 H -1.006 -0.286 -0.025
17 H -0.817 -2.681 2.034
18 C 0.561 -1.425 0.782
19 H 0.195 3.005 0.008
20 H -0.457 0.304 -2.862
21 H 1.564 -1.473 1.072
22 N 0.787 0.860 0.234

Record 8
DFT (ωB97M-V/def2-TZVPD) results for a 6-piece molecular cluster, C53H75FN8O7P overall in a non-equilibrium geometry.

Output
Electronic energy ... -94422.8477 eV
LUMO level ... -4.367 eV
E_HOMO ... -10.58 eV
Net charge ... +1
Orbital gap ... 6.216 eV

Geometry (Å):
1 H -3.009 -1.916 3.587
2 C -4.737 -11.639 4.274
3 O -1.761 -2.953 0.003
4 C 10.728 4.810 -2.656
5 H -5.280 -6.624 0.982
6 H 5.035 -0.322 -7.816
7 H 2.010 -2.121 -2.877
8 C 1.003 -0.761 -1.360
9 H -5.257 -7.876 4.242
10 H 11.598 5.335 -3.035
11 H 7.571 3.926 -3.460
12 N -6.102 -5.787 4.676
13 C 4.191 -1.417 -6.169
14 H -1.177 -2.307 -2.541
15 O -4.823 7.325 2.680
16 H -2.902 4.980 3.645
17 C -2.838 2.147 3.789
18 O 1.563 6.084 6.167
19 H -5.494 -1.373 2.390
20 H -3.444 1.470 4.479
21 H 0.997 -1.706 -8.213
22 H 3.027 -2.539 -4.744
23 H 2.879 0.639 2.056
24 H -4.323 -11.298 2.187
25 C 0.544 5.875 5.209
26 H -3.570 -5.555 2.454
27 C -5.084 -11.013 5.464
28 H 9.526 5.148 -4.415
29 H -2.749 -2.919 0.043
30 H -3.275 7.057 4.215
31 N 1.922 -2.176 -6.439
32 N 5.433 -4.308 -8.615
33 H -2.951 5.536 -1.896
34 N 1.561 1.876 0.914
35 H -1.590 7.040 2.285
36 H 5.722 3.271 -0.852
37 C -4.596 -10.856 3.140
38 C 0.362 1.265 1.483
39 C 3.010 -0.936 -8.193
40 H 7.076 -4.862 -9.719
41 H 11.631 4.291 -0.768
42 H -1.286 4.039 2.707
43 H 3.276 -5.906 -11.411
44 C 4.164 -0.841 -7.430
45 H 2.684 2.351 2.783
46 H -1.341 4.719 5.068
47 H -4.580 -12.709 4.230
48 H 2.200 -4.855 -9.419
49 C -6.762 -6.680 2.540
50 H -4.522 4.465 4.332
51 C 1.923 -1.608 -7.656
52 H 3.041 4.118 -0.009
53 C -2.136 -0.163 2.553
54 O -4.534 5.515 0.563
55 H -3.743 8.762 3.746
56 C -1.113 -0.994 1.660
57 C -0.338 3.407 2.731
58 H 3.668 -3.845 -7.671
59 H -4.262 -2.549 1.698
60 H 2.251 -0.711 0.515
61 H -2.294 2.897 4.475
62 H -1.760 8.833 2.620
63 H -4.991 0.506 0.830
64 C 1.188 -1.034 0.217
65 O -6.371 5.261 2.383
66 O -1.259 -3.449 2.239
67 H 0.200 2.348 4.666
68 H 2.158 6.826 5.881
69 C -3.820 3.014 2.802
70 C -5.276 -9.639 5.474
71 H 1.402 2.832 0.571
72 C 3.277 -4.876 -9.523
73 C -2.340 7.899 2.259
74 N -4.778 -9.526 3.121
75 C -1.372 -2.564 1.339
76 F -5.309 -1.181 -0.353
77 C 10.751 4.231 -1.396
78 H -5.546 -9.118 6.384
79 H -2.962 4.133 -0.076
80 C 0.127 -0.249 1.120
81 H -0.385 -1.059 -3.683
82 C 8.493 4.029 -2.897
83 P -4.888 5.688 2.220
84 H -4.020 -0.417 3.885
85 C -4.465 -0.497 0.630
86 C 5.265 4.184 -0.343
87 H 1.099 -2.172 0.408
88 H 5.075 -1.361 -5.546
89 H 4.065 1.677 -0.068
90 H -7.529 -7.143 1.932
91 H -7.971 -6.563 4.320
92 H -3.448 -0.380 0.125
93 C 3.054 -2.069 -5.723
94 H -1.630 6.511 -0.901
95 C 1.039 -2.112 -2.265
96 H -5.202 -11.591 6.374
97 H -3.388 2.915 1.750
98 C 9.579 4.709 -3.426
99 H 0.417 3.916 2.038
100 C -3.570 7.703 3.314
101 H 9.585 3.098 0.019
102 H -0.224 -4.093 -3.834
103 H 4.929 4.910 -1.171
104 H 5.006 2.003 1.522
105 C -4.899 -5.519 4.145
106 N -0.188 -3.161 -4.294
107 C -7.007 -6.360 3.865
108 C -0.274 -2.118 -3.230
109 N 8.489 3.458 -1.682
110 H -2.715 8.164 1.209
111 H 6.093 4.677 0.284
112 C -3.138 5.216 0.300
113 H -4.186 -5.060 4.823
114 C -4.438 -1.430 1.930
115 C -3.909 4.519 3.351
116 C -2.710 6.156 -0.966
117 C -1.801 1.319 2.861
118 C -0.232 4.478 5.215
119 H 5.768 -5.909 -11.569
120 H -3.435 7.056 -0.999
121 H 1.875 -0.109 -1.728
122 H -2.435 5.355 1.187
123 C 4.092 -4.317 -8.552
124 C 3.975 3.804 0.577
125 C -3.412 -0.954 3.086
126 C 9.615 3.570 -0.958
127 H 2.954 -0.499 -9.182
128 H -0.005 -0.250 -1.570
129 O 0.218 6.785 4.390
130 C -5.115 -8.946 4.285
131 N -0.591 1.966 2.346
132 H 1.485 3.521 4.056
133 H 4.047 4.470 1.502
134 C -4.557 -5.796 2.831
135 C 0.361 3.386 4.202
136 H 0.966 -3.039 -1.593
137 C 4.035 2.240 0.941
138 C -5.510 -6.390 2.016
139 C 5.264 -5.463 -10.720
140 H 0.726 -3.095 -4.777
141 C 5.991 -4.881 -9.694
142 C 3.880 -5.459 -10.628
143 H -0.142 4.046 6.285
144 H -4.818 2.456 2.806
145 C 2.756 1.762 1.808